Entry 1:
{
  "formula": "C4H7NS",
  "method": "ωB97M-V with the def2-TZVPD basis set",
  "species": ["C", "C", "C", "C", "H", "H", "H", "H", "H", "H", "H", "N", "S"],
  "coordinates": [[-1.84670, -0.24615, -0.34514], [-0.55416, 0.08576, 0.32788], [0.74079, -0.05714, -0.38730], [1.95767, -0.42035, 0.34952], [-2.05851, -1.31021, -0.20486], [-2.69126, 0.29168, 0.09472], [-1.81200, -0.00544, -1.41034], [-0.56035, -0.08126, 1.37206], [0.67778, 1.67954, 0.71326], [0.69714, -0.26180, -1.46822], [1.84284, -1.05837, 1.24118], [0.18931, 1.27005, -0.04812], [3.41744, 0.11369, -0.23464]],
  "homo_lumo_gap_ev": 8.3,
  "e_homo_ev": -8.92,
  "lumo_ev": -0.6,
  "smiles": "C[C@@H]1N[C@H]1C=S",
  "e_above_lowest_kj_mol": 202.5
}

Entry 2:
{
  "formula": "C19H22FO",
  "method": "ωB97M-V with the def2-TZVPD basis set",
  "species": ["C", "C", "C", "C", "O", "C", "C", "H", "H", "H", "H", "H", "H", "H", "H", "H", "H", "H", "H", "F", "C", "C", "C", "C", "C", "C", "C", "C", "C", "C", "C", "C", "C", "H", "H", "H", "H", "H", "H", "H", "H", "H", "H"],
  "coordinates": [[4.11525, -1.04812, 0.68090], [2.77975, -0.34793, 0.48515], [1.73844, -0.71754, 1.53917], [0.45836, 0.08676, 1.37069], [0.70383, 1.48442, 1.48780], [-0.42790, 2.23325, 1.24335], [-0.45451, 3.55993, 1.23631], [4.83522, -0.76109, -0.08889], [4.55586, -0.80159, 1.64907], [4.00459, -2.13356, 0.64095], [2.92176, 0.74129, 0.49349], [2.37765, -0.57290, -0.51200], [1.52722, -1.79328, 1.49895], [2.14486, -0.53401, 2.54036], [0.01927, -0.09964, 0.38302], [-0.28909, -0.19208, 2.12412], [-1.33235, 1.67576, 1.04672], [-1.35213, 4.10867, 1.03603], [0.43848, 4.12039, 1.41755], [-2.96196, 4.68309, 9.13117], [-2.37330, 4.29519, 7.97153], [-1.96833, 2.98311, 7.79862], [-1.38128, 2.58581, 6.61300], [-1.21079, 3.48427, 5.58989], [-1.62636, 4.82855, 5.71471], [-1.44723, 5.67800, 4.59219], [-1.76779, 7.03573, 4.33314], [-1.42920, 7.55379, 3.06282], [-1.71976, 8.84921, 2.71619], [-2.35034, 9.68681, 3.61773], [-2.69186, 9.21663, 4.87161], [-2.41211, 7.91936, 5.22455], [-2.19167, 5.19963, 6.95071], [-2.11919, 2.28471, 8.60128], [-1.05723, 1.56527, 6.49203], [-0.75320, 3.16106, 4.67048], [-0.99154, 5.18045, 3.75296], [-0.93580, 6.91178, 2.35362], [-1.45984, 9.21496, 1.73586], [-2.58055, 10.70159, 3.33834], [-3.18563, 9.87412, 5.57059], [-2.71492, 7.59090, 6.19479], [-2.48739, 6.20231, 7.15590]],
  "homo_lumo_gap_ev": 5.3,
  "e_homo_ev": -11.45,
  "lumo_ev": -6.1,
  "total_charge": 1,
  "e_above_lowest_kj_mol": 77.8
}

Entry 3:
{
  "formula": "C18H18N2O7",
  "method": "ωB97M-V with the def2-TZVPD basis set",
  "species": ["C", "H", "O", "C", "C", "H", "H", "O", "C", "O", "C", "C", "C", "C", "C", "C", "H", "H", "N", "C", "O", "C", "O", "C", "C", "C", "C", "C", "C", "H", "H", "N", "O", "O", "H", "H", "H", "H", "H", "H", "H", "H", "H", "H", "H"],
  "coordinates": [[5.16080, -0.76096, 2.18743], [4.54124, 0.10871, 2.42724], [5.52841, -1.47687, 3.34350], [4.45977, -2.09773, 4.00788], [3.52254, -1.12145, 4.73493], [2.96707, -1.66723, 5.50386], [4.10073, -0.31136, 5.18272], [2.59605, -0.49500, 3.85334], [1.48809, -1.18844, 3.55212], [1.24020, -2.27992, 4.00621], [0.60600, -0.46152, 2.61014], [0.94070, 0.78361, 2.08453], [0.08994, 1.42793, 1.20901], [-1.11513, 0.82968, 0.84757], [-1.45272, -0.41946, 1.37045], [-0.59942, -1.05787, 2.24263], [-0.84646, -2.02364, 2.65599], [-2.38740, -0.88355, 1.08856], [-2.02217, 1.43141, -0.02739], [-1.92048, 2.61119, -0.68763], [-1.00209, 3.39373, -0.62721], [-3.15813, 2.89236, -1.55668], [-3.79804, 1.72949, -2.03810], [-3.19185, 1.00185, -3.01078], [-1.90830, 1.24432, -3.50029], [-1.39048, 0.43402, -4.49032], [-2.14504, -0.61901, -4.99121], [-3.42465, -0.87240, -4.50295], [-3.94221, -0.06591, -3.51804], [-4.93135, -0.23178, -3.12254], [-3.99021, -1.69685, -4.90861], [-1.59997, -1.45733, -6.02283], [-2.28512, -2.37563, -6.42230], [-0.48793, -1.19701, -6.43211], [-0.39996, 0.60538, -4.88291], [-1.30644, 2.05133, -3.11467], [-2.87490, 3.56912, -2.36984], [-3.90460, 3.39512, -0.93337], [-2.87034, 0.90156, -0.19398], [0.34933, 2.39192, 0.80472], [1.87149, 1.24831, 2.36750], [4.92260, -2.75203, 4.74980], [3.86672, -2.70840, 3.31128], [6.08960, -0.42829, 1.72812], [4.61410, -1.40137, 1.48423]],
  "homo_lumo_gap_ev": 8.6,
  "e_homo_ev": -9.16,
  "lumo_ev": -0.5,
  "smiles": "COCCOC(=O)c1ccc(NC(=O)COc2ccc([N+](=O)[O-])cc2)cc1",
  "e_above_lowest_kj_mol": 0.0
}

Entry 4:
{
  "formula": "C3HF3S",
  "method": "ωB97M-V with the def2-TZVPD basis set",
  "species": ["C", "C", "C", "F", "F", "F", "S", "H"],
  "coordinates": [[0.66475, 0.66372, -0.04078], [-1.42749, 0.88954, 0.88344], [-2.33743, 0.07260, 0.05746], [-3.55779, 0.58700, -0.03853], [-1.86437, -0.22698, -1.28980], [-2.37574, -1.18060, 0.61108], [-0.36099, 1.88530, -0.06769], [0.57452, -0.42991, 0.15047]],
  "homo_lumo_gap_ev": [8.2, 8.2],
  "e_homo_ev": [-9.74, -9.74],
  "lumo_ev": [-1.5, -1.5],
  "smiles": "C#S#CC(F)(F)F",
  "e_above_lowest_kj_mol": 505.3
}

Entry 5:
{
  "formula": "CH2NOS3",
  "method": "ωB97M-V with the def2-TZVPD basis set",
  "species": ["C", "N", "O", "S", "S", "S", "H", "H"],
  "coordinates": [[-1.63100, 0.25426, 1.13638], [0.65216, -1.05333, -0.54249], [0.13275, -0.31467, -1.65569], [1.89628, -0.33545, 0.24941], [-0.77513, 0.60998, 2.40577], [-2.63155, 0.32405, -0.07917], [1.25643, 0.03897, 1.41734], [-0.80058, -0.16495, -1.42477]],
  "homo_lumo_gap_ev": [5.5, 5.5],
  "e_homo_ev": [-2.44, -2.43],
  "lumo_ev": [3.1, 3.0],
  "total_charge": -1,
  "e_above_lowest_kj_mol": 422.6
}

Entry 6:
{
  "formula": "C9H19N3OS3Sb2Se4Tc",
  "method": "ωB97M-V with the def2-TZVPD basis set",
  "species": ["Tc", "S", "Sb", "S", "S", "Se", "Sb", "Se", "Se", "Se", "C", "C", "O", "H", "H", "H", "H", "H", "H", "C", "C", "N", "C", "N", "C", "C", "C", "N", "C", "H", "H", "H", "H", "H", "H", "H", "H", "H", "H", "H", "H", "H"],
  "coordinates": [[0.46239, -0.54649, -0.66306], [0.38957, -2.03763, -4.47322], [2.00518, -0.35530, -3.86293], [2.26858, -1.75961, -1.74979], [0.44483, 0.86649, -2.48559], [-0.19015, -2.73643, 0.84835], [-2.49642, -2.10979, 0.47032], [-1.95093, -0.11944, -0.84309], [0.24665, -2.63767, -2.32440], [-4.47870, -2.96956, 1.23292], [-3.76833, -5.10988, -2.53096], [-2.34883, -4.69691, -2.83659], [-2.15073, -3.26786, -2.62028], [-3.87420, -6.18364, -2.68712], [-4.47763, -4.61050, -3.19307], [-4.03670, -4.88914, -1.49716], [-2.08027, -4.93302, -3.86696], [-1.63445, -5.18104, -2.17000], [-2.76092, -2.78735, -3.19540], [0.91401, 4.72085, 1.01762], [1.49336, 4.17079, -0.26632], [1.47421, 2.70648, -0.21455], [1.33637, 1.97143, 0.87115], [1.21523, 0.57593, 0.73272], [1.66468, -0.11967, 1.97023], [0.86159, 0.38481, 3.14674], [1.20298, 1.83948, 3.35236], [1.33342, 2.54161, 2.06798], [1.55776, 3.99517, 2.18060], [-0.16764, 4.57758, 1.04499], [1.11059, 5.78874, 1.08955], [2.52186, 4.50657, -0.40719], [0.91359, 4.47799, -1.13556], [1.48914, 2.19944, -1.09106], [2.73676, 0.04647, 2.10769], [1.51483, -1.18499, 1.83219], [1.09805, -0.18151, 4.04632], [-0.20260, 0.25555, 2.93758], [2.15694, 1.94051, 3.87630], [0.44530, 2.35829, 3.93836], [2.63349, 4.18455, 2.22170], [1.12715, 4.30870, 3.12867]],
  "homo_lumo_gap_ev": [6.4, 6.7],
  "e_homo_ev": [-14.40, -14.35],
  "lumo_ev": [-8.0, -7.7],
  "multiplicity": 2,
  "total_charge": 2,
  "e_above_lowest_kj_mol": 0.0
}

Entry 7:
{
  "formula": "C30H26F5MgNO3PSe3",
  "method": "ωB97M-V with the def2-TZVPD basis set",
  "species": ["Mg", "O", "N", "C", "C", "C", "C", "C", "C", "C", "P", "C", "C", "C", "C", "C", "C", "C", "C", "C", "C", "C", "C", "H", "H", "H", "H", "H", "H", "H", "H", "H", "H", "H", "H", "H", "H", "H", "H", "O", "C", "C", "C", "O", "C", "Se", "C", "Se", "H", "H", "H", "H", "H", "H", "H", "H", "H", "H", "F", "C", "C", "F", "C", "F", "C", "Se", "C", "F", "C", "F"],
  "coordinates": [[3.26750, 1.97872, 17.39650], [-0.23544, 3.27708, 18.25639], [0.58629, 2.44592, 19.06634], [1.13216, 3.13901, 19.96540], [2.08994, 2.55898, 20.99589], [2.38322, 3.39015, 22.07918], [3.28781, 2.96875, 22.99899], [3.91189, 1.72409, 22.87118], [3.66764, 0.92321, 21.78818], [2.68806, 1.31081, 20.86529], [2.51163, 0.40111, 19.28707], [0.83790, -0.47866, 19.20122], [0.40418, -1.14650, 20.35493], [-0.84693, -1.59726, 20.45812], [-1.68113, -1.62670, 19.33183], [-1.20499, -1.06505, 18.13069], [-0.00758, -0.42716, 18.07058], [3.68161, -0.97751, 19.48758], [3.35699, -2.34379, 19.52674], [4.38432, -3.29462, 19.57853], [5.75576, -2.93544, 19.47412], [6.06485, -1.60317, 19.48827], [5.05228, -0.63270, 19.39559], [-0.10008, 2.90241, 17.36492], [0.86925, 4.24403, 20.00243], [1.96710, 4.42242, 22.14203], [3.51395, 3.51171, 23.86880], [4.55516, 1.42922, 23.66492], [4.21878, -0.02820, 21.63174], [1.15520, -1.26431, 21.13540], [-1.28101, -2.07087, 21.29262], [-2.69904, -2.00202, 19.41227], [-1.80944, -1.24546, 17.28324], [0.20258, 0.18092, 17.24107], [2.40775, -2.78960, 19.59338], [4.04783, -4.36426, 19.58000], [6.56888, -3.74049, 19.42809], [7.12773, -1.11646, 19.51774], [5.24399, 0.37599, 19.11792], [3.47761, 3.43823, 11.67153], [4.48445, 3.05489, 12.61416], [3.91672, 2.85714, 14.01127], [3.76221, 4.31215, 14.55038], [2.60731, 4.99855, 14.19402], [5.05410, 2.20065, 14.80511], [4.77229, 0.65206, 15.98162], [2.61626, 2.06116, 14.00630], [1.42313, 2.13201, 15.63981], [3.02186, 4.14280, 12.15188], [5.34526, 3.79726, 12.64919], [4.86185, 2.09029, 12.22931], [4.67968, 4.83402, 14.16279], [3.92979, 4.47178, 15.63929], [1.89647, 4.42362, 14.48940], [5.49534, 2.93611, 15.44603], [5.82117, 1.91261, 14.10894], [2.87384, 0.96969, 13.97684], [2.03398, 2.32895, 13.12209], [9.17253, 3.84150, 15.24852], [8.14403, 3.79092, 16.16754], [8.01166, 2.76317, 17.03461], [8.94344, 1.82394, 16.99035], [6.98216, 2.82933, 17.94935], [6.90437, 1.85669, 18.85375], [6.00856, 3.76636, 18.00677], [4.53065, 3.50044, 19.11218], [6.20785, 4.82706, 17.08416], [5.38635, 5.87930, 17.06043], [7.23882, 4.84515, 16.17483], [7.65123, 5.97434, 15.53009]],
  "homo_lumo_gap_ev": 6.9,
  "e_homo_ev": -4.55,
  "lumo_ev": 2.3,
  "total_charge": -1
}

Entry 8:
{
  "formula": "C4H7NOS2",
  "method": "ωB97M-V with the def2-TZVPD basis set",
  "species": ["C", "C", "C", "C", "H", "H", "H", "H", "H", "H", "H", "N", "O", "S", "S"],
  "coordinates": [[-1.59850, 0.12691, -0.61181], [-0.36140, -0.07417, 0.16124], [-0.29153, -0.82171, 1.23765], [0.59234, 1.05198, -0.04816], [-2.11382, -1.51129, -1.33409], [-1.25819, 0.40254, -1.64561], [-2.07037, 1.16778, -0.29662], [0.56405, -0.81076, 2.09569], [-1.05894, -1.55493, 1.43008], [2.76499, 1.50068, 0.15464], [2.94700, -1.25817, 0.42443], [1.96469, 0.74312, -0.01642], [-2.63462, -0.86762, -0.66270], [0.07569, 2.64256, -0.18597], [2.47863, -0.73692, -0.70234]],
  "homo_lumo_gap_ev": 8.5,
  "e_homo_ev": -8.69,
  "lumo_ev": -0.2,
  "smiles": "C=C(CO)C(=S)NS",
  "e_above_lowest_kj_mol": 298.4
}

no.,calculated total energy (eV)
1,-16584.8327
2,-24816.3826
3,-36268.2794
4,-22108.3420
5,-37110.4018
6,-325312.4055
7,-263525.1920
8,-29466.6982